No. 1
Here is 7 unconnected molecules or ions with the total composition C28H79N12O7P3 from the OMol25 dataset. Energies are from ωB97M-V with the def2-TZVPD basis set.

Structure (XYZ):
```
129
Properties=species:S:1:pos:R:3:forces:R:3:mulliken_charge:R:1
C 20.273597 16.637987 14.068678 -0.2 -0.2 1.0 -1.102
N 19.984573 15.230965 13.811981 -1.0 2.0 0.2 0.791
C 18.864970 14.980654 12.918112 0.4 -1.4 1.5 -0.736
P 21.154726 14.143594 14.129850 2.0 2.0 -0.1 0.110
O 22.229018 14.744574 14.995594 -1.3 -0.8 -0.2 -0.954
N 20.482030 12.782599 14.635412 -0.7 -0.9 0.6 0.927
C 20.535892 12.478989 16.057035 1.3 0.7 0.1 -1.369
C 19.983015 11.649271 13.871128 -0.6 0.0 -0.1 -0.756
N 21.690428 13.862069 12.600633 -0.1 -2.2 -0.8 0.299
C 22.704643 12.800747 12.547975 -0.5 -0.3 0.3 -1.230
C 22.001591 14.919029 11.691454 2.0 1.1 0.0 -0.982
H 19.394080 17.060968 14.601486 0.4 0.2 -0.5 0.159
H 20.489091 17.214928 13.142028 -0.1 -0.2 0.6 0.361
H 21.113736 16.626488 14.803134 -0.4 0.5 -0.9 0.332
H 18.727941 13.883344 12.948236 -0.6 0.5 0.0 -0.067
H 19.125558 15.187561 11.907123 0.0 0.7 -1.0 0.221
H 17.971917 15.521411 13.283395 0.3 -0.3 -0.4 0.378
H 19.620889 12.071627 16.368512 -1.3 -0.4 0.5 0.374
H 21.303469 11.740633 16.256679 0.3 -0.4 0.0 0.360
H 20.810816 13.341920 16.665323 -0.2 0.1 -0.3 0.352
H 18.999570 11.287913 14.265137 0.9 0.6 -0.4 -0.337
H 19.917827 11.869128 12.795505 0.1 0.0 0.4 0.440
H 20.687040 10.846109 14.055234 0.1 -0.6 -0.3 0.482
H 22.662782 12.274755 11.593695 0.6 0.5 -0.4 0.362
H 23.669154 13.206127 12.884469 0.1 -0.3 -0.6 0.417
H 22.446085 11.983376 13.218748 -0.1 0.2 0.4 0.372
H 23.115634 15.043161 11.751533 -0.6 0.4 -0.1 0.338
H 21.566337 15.891609 11.926850 -0.1 -0.3 0.2 0.284
H 21.836681 14.755089 10.629748 -0.5 -0.6 -0.1 0.266
C 13.824008 15.336415 10.287522 -0.1 1.5 -0.3 -0.794
N 12.472822 15.612524 9.718416 1.4 0.0 -0.9 0.025
C 12.459968 15.339513 8.254720 -0.8 1.1 0.6 -1.080
P 11.297931 14.776287 10.491881 -1.4 -1.0 -0.9 0.560
O 11.413981 13.317741 10.317096 -0.3 -0.7 -0.1 -0.954
N 11.435678 15.168623 12.043517 0.0 1.8 -0.6 0.696
C 11.263484 14.163936 13.010153 0.9 -1.3 1.6 -0.904
C 11.568541 16.571802 12.416444 0.1 -0.7 0.9 -0.886
N 9.841466 15.370500 9.885840 1.9 -0.6 -0.2 0.262
C 9.680193 16.772039 9.598700 -0.9 -0.2 0.9 -1.152
C 8.684271 14.550706 10.115352 0.3 -1.0 2.4 -1.022
H 14.484210 16.166654 9.957859 -0.2 -0.6 0.0 0.465
H 14.240243 14.387681 9.956435 -0.1 -0.2 0.0 0.173
H 13.793891 15.401437 11.377536 0.0 -0.3 -0.1 0.117
H 11.465701 15.594128 7.891743 -0.1 0.0 -0.1 0.379
H 12.598824 14.295091 8.004403 0.5 -0.2 0.0 0.324
H 13.141853 16.037793 7.774872 0.3 -0.3 -0.1 0.372
H 10.589332 14.472332 13.792513 -0.1 0.3 0.6 0.411
H 10.838715 13.244200 12.629454 0.0 0.0 -0.4 0.296
H 12.254629 13.866051 13.412745 -0.5 0.1 0.4 0.032
H 11.965950 17.168344 11.616501 0.1 0.1 -0.5 0.390
H 10.632105 17.025607 12.741576 -0.1 0.0 0.2 0.287
H 12.296992 16.606863 13.226164 -0.1 0.3 0.2 0.121
H 8.995507 17.226226 10.318494 0.0 0.2 0.2 0.348
H 10.618433 17.293593 9.654213 0.4 0.1 -0.2 0.370
H 9.212379 16.909321 8.648563 -0.2 0.2 -1.0 0.350
H 8.181538 14.782466 11.120314 0.5 -0.1 -1.1 0.256
H 8.962336 13.456959 10.160058 -0.2 1.3 -0.2 0.169
H 7.983668 14.711007 9.351157 -1.1 0.1 -1.1 0.458
C 13.183369 15.083583 19.130470 0.6 -0.2 -0.5 -0.662
N 14.641548 15.120756 18.789323 -0.9 -0.2 1.0 0.195
C 15.360582 14.012807 19.340711 1.5 -0.8 2.2 -1.264
P 15.174734 15.517073 17.287800 -1.6 -0.3 -0.4 -1.117
O 14.880495 14.460809 16.276014 0.7 0.3 0.0 0.003
N 14.245919 16.858803 16.937993 -0.2 -1.4 -2.0 0.662
C 13.188010 16.815334 15.901632 -0.1 0.0 -0.1 -1.035
C 14.701817 18.140745 17.284813 1.0 1.4 -0.7 -1.208
N 16.756996 15.870294 17.575037 0.0 0.6 0.0 0.744
C 17.343471 16.362216 18.854767 -0.3 0.3 -0.1 -1.069
C 17.632969 16.040083 16.414749 -0.9 0.3 -0.8 -1.986
H 12.727884 15.976935 18.680423 0.0 -0.3 0.3 0.256
H 13.080100 15.097672 20.244826 0.0 0.0 -1.0 0.326
H 12.687550 14.162298 18.693663 0.5 0.9 0.6 0.065
H 16.334993 13.859909 18.868468 -0.3 0.1 -0.3 0.299
H 14.851166 13.046257 19.281459 -0.3 0.1 0.0 0.415
H 15.672642 14.182336 20.428309 -0.8 -0.1 -1.1 0.290
H 13.492485 17.441257 15.013522 -0.5 -0.4 0.9 0.442
H 13.051583 15.789837 15.558008 0.3 0.0 0.0 0.084
H 12.154681 17.089174 16.269175 1.2 0.3 -0.1 0.200
H 14.100698 18.451232 18.085781 -0.7 1.4 1.2 0.358
H 15.741021 18.156440 17.594500 0.2 -0.3 0.3 0.323
H 14.702531 18.882667 16.449553 -0.5 -0.6 0.4 0.286
H 18.161742 17.023776 18.534209 -0.3 0.0 0.4 0.379
H 16.635197 16.926957 19.539257 0.6 -0.8 -1.1 0.323
H 17.794308 15.543680 19.430911 -0.2 0.1 -0.1 0.313
H 18.393280 15.302008 16.358530 1.0 -0.7 0.2 0.948
H 18.064011 17.030076 16.373624 0.3 0.4 0.4 0.443
H 17.125528 15.956617 15.442092 -0.5 -0.2 0.5 0.334
C 14.091845 11.564397 10.909458 0.9 -1.5 -1.6 -1.130
N 13.367698 11.327478 12.115185 -2.2 -1.2 -0.4 0.815
C 12.143239 10.738807 12.244985 -0.4 1.1 1.8 0.921
C 11.541441 9.975534 11.148442 0.4 -2.1 -0.5 -1.484
O 11.505909 10.777520 13.338785 1.4 0.1 -1.6 -0.839
H 14.746726 10.659095 10.607336 -1.2 1.1 0.3 0.285
H 14.814837 12.332348 11.079939 0.3 0.6 0.3 0.203
H 13.474374 11.898654 10.045839 0.2 -0.4 0.7 0.391
H 13.631472 11.790473 12.944739 0.7 0.8 1.2 -0.351
H 11.432751 8.958744 11.563422 -0.1 0.2 0.0 0.375
H 12.134070 9.804372 10.267764 0.5 0.4 -0.4 0.422
H 10.564829 10.246368 10.822309 -0.7 0.8 0.2 0.260
C 12.276100 11.590337 16.889614 0.2 -1.0 -0.1 -1.066
N 12.369189 10.375088 16.067700 0.3 0.0 0.0 0.214
C 12.917798 9.254197 16.621482 -1.6 0.5 -2.5 0.646
C 12.773686 7.964337 15.780005 1.0 0.6 0.2 -1.091
O 13.408655 9.283740 17.713893 1.0 -0.6 1.8 -0.628
H 11.407159 12.175730 16.608120 -0.1 0.0 0.0 0.361
H 13.162130 12.211844 16.844445 0.3 0.2 -0.3 0.224
H 12.230455 11.216740 17.916165 -0.3 0.4 0.0 0.399
H 12.130287 10.381805 15.074647 -0.2 0.3 0.3 0.201
H 12.080829 7.352139 16.328254 -0.6 -0.3 0.0 0.377
H 13.733192 7.436962 15.894886 -0.2 0.1 -0.5 0.318
H 12.461627 8.098345 14.718468 0.3 0.0 0.9 0.158
C 16.367927 9.450133 14.080049 -0.7 0.9 -1.3 -0.828
N 16.040271 9.921272 15.407836 0.4 -0.2 -0.7 0.414
C 17.066116 10.284606 16.220655 -2.0 0.3 0.7 0.713
C 16.617795 10.597485 17.630345 1.5 -1.6 -0.2 -0.995
O 18.238640 10.326865 15.893102 -0.1 -0.4 -0.2 -0.724
H 17.202545 9.981686 13.585557 0.0 -0.4 0.9 0.100
H 15.559640 9.710921 13.395001 -0.4 -0.2 0.2 0.069
H 16.499051 8.382582 14.011782 0.3 -0.4 0.2 0.417
H 15.039905 10.000759 15.669512 1.4 0.1 0.0 -0.062
H 15.860565 11.308821 17.756128 -1.0 1.3 -0.2 -0.026
H 17.559157 10.895691 18.074639 -0.2 0.0 0.8 0.402
H 16.202347 9.664048 18.038609 0.4 0.2 0.2 0.364
C 16.009066 12.881367 13.495906 -0.6 -0.1 1.9 -1.084
O 14.800935 12.600567 14.260378 0.0 -0.4 -0.7 0.624
H 15.818983 13.711760 12.798285 0.4 -0.2 0.2 0.441
H 16.783924 13.074030 14.255101 0.1 0.5 -0.6 0.333
H 16.356514 11.978499 12.970515 -0.6 0.3 0.0 0.237
H 14.678573 13.157766 15.066730 0.8 0.1 -0.7 0.116
```
Forces are in eV/Å.

Summary:
SMILES	CN(C)P(=O)(N(C)C)N(C)C.CN(C)P(=O)(N(C)C)N(C)C.CN(C)P(=O)(N(C)C)N(C)C.CNC(C)=O.CNC(C)=O.CNC(C)=O.CO
gap between HOMO and LUMO	8.80	eV
charge	0

---

No. 2
Here is a molecular structure, C2H3ClCrN from the OMol25 dataset. Energies are from ωB97M-V with the def2-TZVPD basis set.

Structure (XYZ):
```
8
Properties=species:S:1:pos:R:3:forces:R:3:lowdin_spin:R:1
Cr -2.842691 -4.069966 0.144154 1.7 1.7 -0.5 4.087
Cl -1.272081 -2.418312 -0.357747 -1.7 -1.8 0.5 -0.083
C 0.296290 0.842261 -0.139904 -0.1 0.6 -0.8 -0.002
C 1.448088 1.502485 0.458571 -0.7 -0.5 -0.5 0.000
N 2.362894 2.014576 0.902973 0.8 0.5 0.5 0.000
H -0.130369 0.118609 0.544047 -0.1 -0.1 0.0 -0.001
H 0.568831 0.410205 -1.106203 0.2 -0.4 0.3 0.000
H -0.430964 1.600143 -0.445891 -0.1 -0.1 0.5 0.000
```
Forces are in eV/Å.

Summary:
gap between HOMO and LUMO (alpha / beta)	4.74 / 5.97	eV
charge	+1
relative energy (zero: lowest compared OMol25 entry of this formula, charge and spin)	4.3	kcal per mole
multiplicity	5